[1]
Computed, not measured: a cluster of 4 separate species, C20H42N2O4 in total at a distorted geometry, with ωB97M-V/def2-TZVPD.

CARTESIAN COORDINATES (ANGSTROEM)
1 C 2.377 4.084 0.809
2 C 1.628 3.183 -0.152
3 C 2.283 3.265 -1.521
4 N 1.853 2.231 -2.541
5 C 0.407 2.335 -2.638
6 C 2.185 0.830 -2.104
7 C 2.998 0.248 -3.213
8 C 2.599 1.072 -4.426
9 C 2.492 2.470 -3.895
10 H 2.352 5.111 0.449
11 H 3.420 3.733 0.872
12 H 1.964 4.087 1.827
13 H 0.608 3.556 -0.240
14 H 1.551 2.129 0.138
15 H 3.343 3.111 -1.315
16 H 2.134 4.204 -2.048
17 H 0.025 1.664 -3.427
18 H 0.045 3.354 -2.817
19 H -0.075 1.976 -1.713
20 H 1.239 0.317 -1.929
21 H 2.611 0.940 -1.113
22 H 2.746 -0.802 -3.337
23 H 4.072 0.322 -3.070
24 H 1.643 0.736 -4.819
25 H 3.336 1.007 -5.238
26 H 1.928 3.216 -4.451
27 H 3.525 2.815 -3.711
28 C -3.017 -0.130 3.297
29 C -3.227 -0.582 1.880
30 C -2.010 -1.372 1.459
31 N -1.731 -1.665 -0.017
32 C -0.633 -2.691 -0.203
33 C -1.364 -0.433 -0.795
34 C -1.703 -0.717 -2.255
35 C -2.954 -1.662 -2.190
36 C -2.996 -2.071 -0.693
37 H -2.962 -1.050 3.905
38 H -3.883 0.438 3.668
39 H -2.113 0.454 3.443
40 H -3.366 0.304 1.237
41 H -4.109 -1.217 1.803
42 H -2.103 -2.392 1.837
43 H -1.144 -0.908 1.929
44 H -1.169 -3.635 -0.304
45 H 0.101 -2.671 0.603
46 H -0.154 -2.504 -1.166
47 H -0.359 -0.122 -0.512
48 H -2.103 0.363 -0.577
49 H -0.921 -1.207 -2.832
50 H -1.995 0.219 -2.778
51 H -2.815 -2.494 -2.873
52 H -3.896 -1.171 -2.492
53 H -3.153 -3.145 -0.474
54 H -3.791 -1.512 -0.198
55 C 1.367 -0.013 2.988
56 C 1.277 -0.621 1.624
57 O 1.426 -1.833 1.584
58 O 1.049 0.161 0.669
59 H 2.002 -0.601 3.670
60 H 0.373 -0.026 3.450
61 H 1.694 1.021 3.045
62 C -0.324 -3.467 4.382
63 C -1.248 -3.925 5.505
64 O -1.998 -3.031 6.014
65 O -1.130 -5.159 5.740
66 H -0.590 -2.458 4.034
67 H -0.355 -4.167 3.542
68 H 0.738 -3.503 4.674

## Properties
Largest force on an atom ... 0.0449 hartree/bohr
Calculated total energy ... -1197.57803 Eh
Net charge ... 0



[2]
Computed, not measured: a cluster of 6 separate species, C20H42NO16S2 in total at a distorted geometry, with ωB97M-V/def2-TZVPD.

CARTESIAN COORDINATES (ANGSTROEM)
1 C -49.753 5.992 28.435
2 N -49.624 6.322 26.948
3 C -48.674 5.397 26.282
4 C -50.937 6.225 26.196
5 C -49.120 7.682 26.664
6 C -49.780 8.873 27.532
7 O -49.036 10.191 27.496
8 H -50.461 6.756 28.862
9 H -48.799 6.108 28.888
10 H -50.120 5.110 28.711
11 H -48.718 5.328 25.252
12 H -48.899 4.395 26.463
13 H -47.526 5.494 26.495
14 H -51.782 6.973 26.544
15 H -51.452 5.311 26.358
16 H -50.817 6.059 25.222
17 H -49.370 7.980 25.661
18 H -47.992 7.719 26.730
19 H -49.784 8.664 28.519
20 H -50.839 8.928 27.207
21 H -48.174 10.062 27.584
22 O -47.763 2.605 23.895
23 S -47.073 1.686 24.701
24 O -46.150 0.745 24.129
25 O -46.169 2.417 25.836
26 C -44.840 2.967 25.588
27 C -44.369 3.855 26.681
28 C -48.366 0.963 25.562
29 H -44.872 3.584 24.786
30 H -44.108 2.192 25.306
31 H -45.058 4.729 26.898
32 H -43.506 4.168 26.353
33 H -44.091 3.483 27.544
34 H -48.831 1.793 26.149
35 H -48.031 0.190 26.178
36 H -49.018 0.635 24.674
37 O -44.760 13.904 27.932
38 S -46.151 13.694 28.187
39 O -46.709 12.358 28.273
40 O -46.359 14.433 29.664
41 C -45.692 13.830 30.797
42 C -46.144 14.828 31.986
43 C -47.062 14.564 27.058
44 H -44.662 13.480 30.601
45 H -46.033 12.834 30.909
46 H -45.770 14.529 32.806
47 H -47.263 14.987 31.782
48 H -45.734 15.725 31.894
49 H -47.070 14.034 26.068
50 H -46.591 15.419 26.681
51 H -48.100 14.881 27.444
52 C -55.298 9.603 24.387
53 C -54.928 9.120 25.842
54 O -54.028 8.071 25.584
55 C -53.628 8.017 24.381
56 O -52.698 7.274 23.950
57 O -54.443 8.773 23.567
58 H -55.204 10.719 24.112
59 H -56.358 9.463 24.080
60 H -55.872 8.747 26.391
61 H -54.183 9.896 26.355
62 C -46.147 8.120 31.067
63 C -46.627 6.748 30.838
64 O -45.972 6.455 29.570
65 C -45.137 7.446 29.285
66 O -44.316 7.200 28.335
67 O -45.233 8.458 30.012
68 H -45.572 8.179 31.985
69 H -46.950 8.750 31.060
70 H -47.650 6.729 30.688
71 H -46.170 6.154 31.574
72 C -45.851 5.437 21.022
73 C -46.958 4.672 21.477
74 O -47.591 5.370 22.577
75 C -46.929 6.489 22.774
76 O -47.174 7.258 23.741
77 O -45.947 6.571 21.868
78 H -46.099 5.854 20.018
79 H -44.985 5.021 20.960
80 H -46.671 3.719 21.828
81 H -47.704 4.559 20.534

## Properties
ΔE to the lowest compared entry with this formula, charge and spin ... 0.00 kJ/mol
Largest force on an atom ... 0.1929 hartree/bohr
Calculated total energy ... -2841.66559 Eh
Net charge ... +1



Question: The lowest calculated total energy belongs to which entry?
Answer: C20H42NO16S2



Question: Among the records above, which one has the lowest net charge?
Answer: C20H42N2O4



Question: The lowest calculated total energy belongs to which entry?
Answer: C20H42NO16S2